{
  "formula": "C5H17N2O",
  "method": "wB97M-V/def2-TZVPD",
  "elements": ["N", "C", "C", "N", "C", "C", "C", "H", "H", "H", "H", "H", "H", "H", "H", "H", "H", "H", "H", "H", "H", "H", "H", "H", "O"],
  "positions_angstrom": [[0.374730, 1.473903, -1.133118], [-0.830973, 2.142432, -0.556461], [-1.945676, 1.069563, -0.360763], [-1.376157, -0.267713, -0.338614], [-1.008023, -0.773443, 1.051582], [0.367200, -1.395256, 1.057583], [0.353448, -2.823383, 0.517327], [0.094888, 0.469669, -1.263295], [0.621621, 1.918147, -2.012599], [1.176853, 1.429094, -0.510452], [-0.579558, 2.655028, 0.365803], [-1.177611, 2.869487, -1.272834], [-2.525229, 1.352269, 0.520445], [-2.592563, 1.152221, -1.234402], [-2.088975, -0.884892, -0.693878], [-1.769974, -1.514218, 1.303113], [-1.140466, 0.061889, 1.739113], [0.714141, -1.446037, 2.070485], [1.070947, -0.799777, 0.486416], [-0.423514, -3.391988, 1.017530], [1.312632, -3.324209, 0.582324], [0.143788, -2.849682, -0.556608], [3.587363, -0.245829, -0.579657], [3.765645, 0.790822, 0.527497], [3.177847, 0.547960, -0.210403]],
  "forces_ev_per_angstrom": [[-0.2820, -0.0123, -0.1712], [-0.3200, -0.3845, 0.3151], [0.2729, 0.4853, -0.3829], [-0.1663, -0.1936, 0.9331], [-0.6562, 0.4295, -1.2543], [-0.1290, -0.6458, -0.1321], [-0.1205, 0.2429, -0.8196], [-0.2580, 0.0203, 0.0034], [0.3722, -0.1900, 0.0082], [0.4850, 0.1867, 0.0441], [0.2100, -0.0798, 0.0230], [0.0101, 0.3327, -0.0877], [-0.0457, -0.1734, 0.0227], [-0.1419, -0.1478, 0.1073], [0.1079, -0.2062, -0.3082], [0.1384, -0.0205, 0.2866], [0.2887, 0.0033, 0.1264], [0.3139, 0.1640, 0.6739], [0.1732, 0.2747, 0.0391], [0.0740, -0.2954, 0.1214], [0.1400, -0.0553, 0.4618], [-0.2806, 0.1374, 0.0287], [-0.0959, 0.1240, -0.0188], [-0.3365, -0.0496, -0.3826], [0.2462, 0.0534, 0.3625]],
  "energy_ev": -10482.314,
  "gap_ev": 10.85,
  "total_charge": 1
}

---

{
  "formula": "C5H17N2O3",
  "method": "wB97M-V/def2-TZVPD",
  "elements": ["C", "N", "C", "C", "C", "N", "C", "O", "H", "H", "H", "H", "H", "H", "H", "H", "H", "H", "H", "H", "H", "H", "H", "O", "H", "H", "O"],
  "positions_angstrom": [[-1.532519, -2.021460, -1.152558], [-0.919055, -1.639332, 0.117720], [0.317952, -0.769408, 0.020406], [0.641346, -0.072379, 1.283627], [1.982467, -0.705459, 1.871089], [2.898496, 0.087115, 2.638012], [0.445698, 0.276173, -1.105680], [-0.597897, 1.071001, -0.835264], [-2.126744, -1.316984, -1.753032], [-2.319906, -2.631004, -0.926423], [-0.688247, -2.424466, -1.619872], [-1.608462, -1.030547, 0.437494], [1.091491, -1.664427, -0.129234], [-0.221625, -0.234846, 1.979990], [0.540871, 1.041617, 1.076333], [2.690703, -1.262814, 1.050271], [1.531568, -1.473965, 2.620493], [2.951518, 1.084883, 2.389083], [2.989964, 0.018867, 3.554620], [1.475380, 0.744116, -1.100402], [0.382054, -0.089894, -2.191014], [-2.434062, 0.620701, -0.487153], [-2.661424, 1.197420, -1.758615], [-3.074658, 0.717794, -1.178413], [-0.509790, 2.641545, -1.445419], [-0.488900, 4.323065, -1.562046], [-0.756220, 3.512689, -1.794016]],
  "forces_ev_per_angstrom": [[1.0736, 1.5931, -0.0016], [0.3402, 1.6105, -0.4101], [2.0808, -4.2050, -2.3523], [0.0505, 0.6981, 1.2857], [-0.2924, -1.8773, 0.1900], [0.3700, 2.6570, -4.6293], [-0.7630, -0.8607, -0.9223], [-0.2104, 2.2437, -0.2705], [1.2361, 0.8870, 0.0652], [-1.5470, -2.8421, 0.6801], [0.5433, -1.2828, -1.8316], [-1.3363, 1.3974, 1.6275], [-0.9063, 1.8143, 0.0814], [0.9177, -0.0877, -0.0623], [0.8922, -1.1728, 0.3144], [-2.3613, 1.1777, 1.5978], [1.1947, 0.6477, -1.5092], [-0.1792, -0.9043, -0.0943], [-0.1133, -0.8401, 4.8425], [-0.2927, -0.1641, 0.4807], [0.1318, -0.4669, 0.9924], [1.1284, 0.1362, 0.3398], [3.9238, 4.2604, -5.0405], [-5.6769, -4.1761, 4.4987], [0.5349, -0.9936, 1.3937], [2.0786, 3.7207, 2.0132], [-2.8175, -2.9702, -3.2791]],
  "energy_ev": -14580.796,
  "gap_ev": 7.52,
  "total_charge": -1
}

---

{
  "formula": "C5H17N3",
  "method": "wB97M-V/def2-TZVPD",
  "elements": ["C", "C", "C", "C", "N", "H", "H", "H", "H", "H", "H", "H", "H", "H", "H", "H", "C", "N", "N", "H", "H", "H", "H", "H", "H"],
  "positions_angstrom": [[1.347021, 0.900868, -0.769125], [-0.080842, 1.392887, -0.510668], [2.313313, 1.402460, 0.300390], [-1.099533, 0.938545, -1.556615], [1.387354, -0.578834, -0.784443], [1.669243, 1.302291, -1.742900], [2.322144, -0.900554, -1.014980], [0.761566, -0.942596, -1.496408], [-0.410708, 1.059504, 0.477290], [-0.046740, 2.486085, -0.481802], [2.008758, 1.045226, 1.286322], [2.330213, 2.493081, 0.321293], [3.332085, 1.054284, 0.111495], [-1.303468, -0.130194, -1.469727], [-0.754661, 1.160996, -2.570851], [-2.050618, 1.451409, -1.408914], [-2.371708, -0.966150, 1.359835], [-1.530919, -1.840876, 0.568421], [-0.168122, -1.762034, 1.366310], [-1.739460, -2.831758, 0.670639], [0.139637, -2.627842, 1.818380], [0.558410, -1.380028, 0.722901], [-3.063919, -1.485103, 2.030122], [-0.676089, -1.016633, 2.036925], [-2.872957, -0.225033, 0.736111]],
  "forces_ev_per_angstrom": [[-0.0284, 0.0089, 0.0285], [0.0972, -0.0725, -0.0972], [-0.0910, -0.0543, -0.1076], [0.0940, 0.0293, 0.0789], [-0.0034, 0.1289, 0.0207], [-0.0251, -0.0324, 0.0572], [-0.0524, 0.0419, -0.0170], [0.0163, 0.0358, -0.0006], [0.0039, -0.0089, 0.0201], [0.0124, -0.0252, 0.0049], [-0.0152, 0.0007, -0.0080], [-0.0061, -0.0256, -0.0058], [-0.0268, 0.0059, -0.0052], [0.0065, 0.0059, -0.0190], [-0.0023, -0.0089, 0.0160], [0.0255, -0.0131, -0.0033], [-0.0503, -0.1706, -0.0919], [0.4680, 0.0110, 0.5573], [-0.8655, 0.5495, 0.1873], [-0.1656, 0.0775, -0.0030], [-0.1034, 0.0583, -0.0452], [-0.0707, 0.0618, 0.1192], [0.0260, -0.0410, -0.1644], [0.6442, -0.5169, -0.5662], [0.1119, -0.0462, 0.0444]],
  "energy_ev": -9927.319,
  "gap_ev": 7.37
}

---

{
  "formula": "C5H17N3",
  "method": "wB97M-V/def2-TZVPD",
  "elements": ["C", "C", "C", "C", "C", "N", "N", "N", "H", "H", "H", "H", "H", "H", "H", "H", "H", "H", "H", "H", "H", "H", "H", "H", "H"],
  "positions_angstrom": [[-1.155933, 1.316106, 1.392820], [3.016218, -0.108510, -0.756876], [-0.151053, -0.329981, -0.113181], [-0.879841, 0.714400, 0.090197], [2.147717, 0.812348, -0.029210], [-0.398371, -1.244499, -1.352283], [-3.272043, -1.221419, -0.224792], [2.162802, 0.956170, 1.265921], [-0.845793, 2.357882, 1.230640], [-0.692140, 0.986107, 2.336438], [-2.241670, 1.302295, 1.498465], [2.343318, -0.564169, -1.397233], [3.585316, -0.788048, -0.165736], [3.644634, 0.526583, -1.391392], [0.529533, -1.019157, 0.507570], [-1.370571, 1.191428, -0.775520], [1.567462, 1.521162, -0.578094], [0.303619, -1.690707, -1.829829], [-0.928786, -1.992313, -0.894916], [-3.426187, -0.522509, 0.565710], [-3.222475, -2.162783, 0.135781], [-4.081761, -1.204090, -0.786549], [2.922606, 0.497594, 1.775888], [-1.127875, -0.958619, -2.128636], [1.571265, 1.624737, 1.624824]],
  "forces_ev_per_angstrom": [[0.5361, 1.6867, 0.3925], [0.3780, 1.8006, 0.6387], [2.0719, -4.7150, -1.3343], [-0.9891, 0.4181, -0.3633], [1.3211, 0.7337, 1.6996], [-4.6873, 1.9690, 0.1761], [1.2079, 1.3152, 1.4882], [2.1431, -1.7813, -2.6625], [-0.5431, 0.2749, 0.5599], [-0.0800, -0.5231, -0.7175], [0.0115, 0.2476, 0.2225], [-0.9171, -1.4610, -1.7007], [0.3743, -0.4761, 0.4152], [0.1841, -0.1749, -0.0350], [-1.6169, 1.6018, -0.2699], [-0.0900, -0.4704, 0.5128], [-0.3900, 0.1738, -0.2891], [2.9615, -0.9952, -1.2396], [-0.2879, -0.1478, -0.0731], [0.0947, -1.6858, -1.3279], [-0.1982, -0.0502, 0.5637], [-1.1738, 0.1767, -0.7874], [-0.6961, 0.1761, 0.4186], [1.5512, 0.1069, 2.0046], [-1.1660, 1.7996, 1.7076]],
  "energy_ev": -9912.445,
  "gap_ev": 8.96,
  "total_charge": 2
}

---

{
  "formula": "C5H17N3O",
  "method": "wB97M-V/def2-TZVPD",
  "elements": ["C", "C", "C", "C", "N", "N", "H", "H", "H", "H", "H", "H", "H", "H", "H", "H", "H", "H", "C", "N", "O", "H", "H", "H", "H", "H"],
  "positions_angstrom": [[-0.483637, 0.496731, -1.382067], [-1.162260, -0.343256, 0.871506], [-1.867140, 0.707172, -2.003959], [0.054006, 1.798078, -0.799047], [-0.464649, -0.613711, -0.388050], [-0.982738, -1.800261, -1.020507], [0.206355, 0.151095, -2.157521], [-0.194880, -2.132246, -1.587870], [-1.125149, -2.503565, -0.302405], [-2.204043, -0.055767, 0.704666], [-1.152260, -1.251454, 1.475286], [-0.589608, 0.414021, 1.398131], [-2.269920, -0.221852, -2.402155], [-2.567818, 1.114389, -1.273390], [-1.782243, 1.424954, -2.820217], [0.971526, 1.639169, -0.238596], [-0.668449, 2.256020, -0.122184], [0.235376, 2.494773, -1.617522], [2.296574, -0.104342, 2.601864], [1.290628, -1.081345, -0.168970], [1.739601, 0.530102, 1.510601], [1.265742, -1.744360, 0.609260], [2.012216, -0.312869, 0.348804], [1.560203, -0.646447, 3.225396], [2.814884, 0.628217, 3.239606], [3.067684, -0.843245, 2.299338]],
  "forces_ev_per_angstrom": [[0.2469, 0.5676, -0.5117], [0.0567, -0.0814, 0.3815], [0.0460, -0.3106, 0.1797], [0.0375, -0.2456, 0.1473], [2.4002, -1.5846, 0.6280], [0.4080, 0.4595, 0.0334], [-0.0431, -0.0430, 0.0835], [-0.1913, 0.1115, 0.1315], [0.0767, 0.1253, 0.1384], [0.2011, 0.0462, -0.2039], [0.0747, 0.0151, -0.0665], [0.1317, 0.1123, 0.0470], [-0.0295, 0.0679, 0.0023], [-0.0096, 0.0196, -0.0176], [0.0884, 0.0140, 0.0865], [0.1080, 0.0151, 0.0643], [-0.0503, 0.0079, -0.0185], [-0.0144, -0.0443, -0.0023], [0.3017, 0.3840, -0.2453], [-0.7942, -0.3642, -2.0767], [0.3727, 0.3997, -0.0488], [-0.7671, 0.0058, 0.1240], [-2.6516, 0.6196, 0.5335], [-0.0151, 0.0329, 0.0984], [0.0364, -0.2458, 0.3059], [-0.0205, -0.0845, 0.2063]],
  "energy_ev": -11973.034,
  "gap_ev": 7.40
}

---

E_HOMO
In order: -0.5047; -0.1395; -0.2377; -0.6300; -0.2559
Unit: hartree
ΔE to the lowest compared entry with this formula, charge and spin
In order: 59.85; 327.62; 332.37; 213.53; 573.40
Unit: kJ/mol